[1]
Entry from the OMol25 dataset: a single C4H6N2O molecule (ωB97M-V/def2-TZVPD).

The geometry in XYZ format:
```
13
Properties=species:S:1:pos:R:3
N -2.1735 -0.6415 -0.1239
C -0.8446 -0.3718 -0.0412
N 0.0839 -1.2735 -0.0455
C 1.2797 -0.5422 -0.1273
O 2.4041 -1.2811 -0.1818
C 1.1353 0.7990 -0.1397
C -0.3205 1.0230 0.1398
H -2.8331 0.0524 0.1898
H -2.4336 -1.6055 0.0106
H 3.1514 -0.6691 -0.1932
H 1.8832 1.5534 -0.3469
H -0.8309 1.8456 -0.3671
H -0.5014 1.1115 1.2264
```

energy above the lowest of the compared OMol25 structures with the same formula, charge and spin = 1.0526 eV
frontier orbital gap = 8.6530 eV
largest force on an atom = 0.6 eV Å⁻¹
SMILES = NC1=NC(O)=CC1
E_tot = -9272.4492 eV

Mulliken population analysis, charges in e, atoms 1 to 8: number 1, N, carries -0.43; number 2, C, carries 0.45; number 3, N, carries -0.63; number 4, C, carries 0.34; number 5, O, carries -0.49; number 6, C, carries -0.64; number 7, C, carries -0.37; number 8, H, carries 0.24

=====

[2]
Entry from the OMol25 dataset: 11 unconnected molecules or ions with the total composition C29H60O21S4 at a distorted geometry (ωB97M-V/def2-TZVPD).

The geometry in XYZ format:
```
114
Properties=species:S:1:pos:R:3
O -11.9437 -12.4564 4.7364
S -13.3865 -12.3317 4.9758
O -14.3705 -12.7224 3.9498
C -13.8627 -12.9520 6.6769
C -13.8906 -11.7815 7.6769
C -14.4853 -10.6489 6.8495
C -13.7329 -10.6223 5.5204
H -13.2717 -13.7740 7.0810
H -14.8943 -13.3019 6.6381
H -14.6159 -11.9323 8.4765
H -12.9186 -11.6343 8.1477
H -14.5353 -9.7485 7.4617
H -15.4658 -11.0655 6.6192
H -12.7968 -10.1587 5.8316
H -14.1665 -10.0392 4.7079
O -16.2250 -10.6512 11.9160
S -16.8223 -9.6498 11.0399
O -16.3878 -9.5802 9.6484
C -18.6744 -9.6699 11.2278
C -18.9846 -8.4291 12.1367
C -17.9199 -7.3660 11.6760
C -16.5076 -7.9917 11.7290
H -18.9855 -10.6394 11.6169
H -19.0923 -9.5770 10.2254
H -20.0140 -8.0709 12.1212
H -18.8459 -8.6188 13.2011
H -17.8120 -6.4745 12.2938
H -18.0593 -7.0656 10.6375
H -16.1087 -8.1878 12.7242
H -15.8543 -7.4468 11.0475
O -14.3388 -5.3995 8.6283
S -14.7601 -5.9632 7.3482
O -15.9775 -6.8335 7.2452
C -14.9154 -4.6736 5.9911
C -13.6323 -4.7589 5.1811
C -13.0522 -6.2278 5.2433
C -13.3054 -6.7713 6.6357
H -15.3057 -3.7532 6.4255
H -15.6887 -5.0318 5.3115
H -13.9601 -4.4199 4.1984
H -12.8729 -4.0711 5.5530
H -11.9652 -6.2197 5.1633
H -13.5046 -6.8935 4.5083
H -12.4919 -6.5891 7.3379
H -13.4958 -7.8434 6.6847
O -19.1343 -8.3956 0.7761
S -18.2905 -8.2174 1.9614
O -18.8677 -7.9388 3.2532
C -17.0090 -9.5616 2.2708
C -15.6309 -8.9840 1.9924
C -15.6285 -7.4609 2.3272
C -16.9045 -6.9020 1.6103
H -17.2780 -10.3588 1.5779
H -17.0601 -10.0442 3.2469
H -14.8426 -9.4147 2.6098
H -15.4169 -9.0902 0.9290
H -14.7944 -6.8719 1.9457
H -15.7340 -7.2006 3.3804
H -16.8275 -6.7885 0.5290
H -17.2113 -5.8879 1.8665
O -18.2501 -15.8105 7.9559
C -18.1904 -14.6921 8.3076
O -17.0125 -14.0494 8.3956
C -17.2741 -12.7283 8.8578
C -18.7509 -12.5215 8.6186
O -19.1862 -13.8529 8.3763
H -16.9666 -12.5975 9.8953
H -16.7325 -12.0617 8.1867
H -18.9193 -11.8749 7.7575
H -19.2905 -12.2930 9.5377
O -18.5579 -4.0501 3.0696
C -19.0299 -3.9941 4.2108
O -19.9153 -3.1176 4.6805
C -20.1926 -3.3303 6.0892
C -19.0614 -4.3710 6.4116
O -18.6344 -4.7807 5.1683
H -20.2610 -2.4593 6.7409
H -21.1643 -3.8144 6.1864
H -19.5555 -5.2096 6.9021
H -18.1771 -4.0341 6.9526
O -17.6308 -11.9950 5.7533
C -17.4372 -12.8597 4.8874
O -17.6055 -12.6232 3.5435
C -17.3157 -13.8171 2.8671
C -16.8692 -14.7787 3.8794
O -16.9801 -14.0821 5.0869
H -18.2679 -14.1169 2.4294
H -16.5468 -13.6643 2.1098
H -15.8246 -15.0341 3.7013
H -17.5220 -15.6499 3.8253
C -21.8684 -7.2777 9.2744
O -20.8971 -6.7571 8.4159
H -21.4563 -8.0530 9.9203
H -22.4129 -6.5897 9.9210
H -22.6202 -7.7894 8.6734
H -20.3297 -7.4509 8.0719
C -21.5510 -7.2122 4.5577
O -21.2707 -8.5228 3.9970
H -21.3448 -6.4214 3.8364
H -22.5532 -6.9860 4.9215
H -20.9269 -6.9896 5.4232
H -20.3628 -8.3531 3.7353
C -18.5828 -9.2570 6.6090
O -18.5874 -8.0008 7.2699
H -17.8291 -9.8138 7.1657
H -19.5143 -9.8214 6.6526
H -18.1567 -9.0908 5.6196
H -17.7021 -7.6490 7.1519
C -22.8613 -9.9599 6.7186
O -22.5761 -10.4550 5.4077
H -23.1829 -10.7938 7.3424
H -21.9962 -9.4764 7.1724
H -23.6223 -9.1811 6.6702
H -22.1194 -9.7713 4.9122
```

frontier orbital gap = 9.4449 eV
largest force on an atom = 3.4 eV Å⁻¹
SMILES = O=S1(=O)CCCC1.O=S1(=O)CCCC1.O=S1(=O)CCCC1.O=S1(=O)CCCC1.O=C1OCCO1.O=C1OCCO1.O=C1OCCO1.CO.CO.CO.CO
E_tot = -117379.7059 eV

Mulliken population analysis, charges in e, atoms 1 to 8: number 1, O, carries -0.72; number 2, S, carries 0.91; number 3, O, carries -0.54; number 4, C, carries -0.25; number 5, C, carries -1.00; number 6, C, carries 1.21; number 7, C, carries -0.46; number 8, H, carries 0.58